[1]
Here is a molecular structure, C29H44IrN11OSSeSi from the OMol25 dataset. Energies are from the ωB97M-V functional and the def2-TZVPD basis.

```
89
Properties=species:S:1:pos:R:3:lowdin_charge:R:1
Ir 0.07 -0.22 -1.37 0.754
N -0.80 -2.46 -4.19 0.208
C -0.37 -1.26 -4.54 -0.402
N -0.47 -0.98 -5.84 0.188
C 0.01 0.19 -6.24 -0.411
N -0.08 0.52 -7.52 0.215
N 0.61 1.08 -5.41 0.193
C 0.64 0.74 -4.16 -0.280
N 0.13 -0.39 -3.60 0.056
C 1.33 1.69 -3.25 -0.189
C 1.95 2.81 -3.78 0.028
C 2.61 3.68 -2.92 -0.003
C 2.64 3.37 -1.58 -0.009
C 1.98 2.24 -1.13 -0.104
N 1.33 1.40 -1.95 -0.062
H -1.06 -3.06 -4.96 0.127
H -0.50 -2.89 -3.33 0.063
H -0.52 -0.12 -8.17 0.129
H 0.27 1.40 -7.84 0.127
H 1.90 2.98 -4.84 0.122
H 3.10 4.56 -3.31 0.129
H 3.15 4.00 -0.86 0.123
H 2.00 1.99 -0.09 0.073
C -1.44 -5.61 -2.16 -0.140
C -0.15 -5.02 -1.63 -0.154
N -0.31 -3.57 -1.47 0.021
C -1.48 -2.91 -1.25 -0.414
N -1.47 -1.59 -1.18 -0.148
C -2.76 -0.88 -1.11 -0.263
C -3.87 -1.65 -1.79 -0.140
C -3.93 -3.03 -1.18 -0.128
N -2.61 -3.65 -1.25 -0.018
C -2.57 -5.12 -1.29 -0.118
H -1.38 -6.69 -2.13 0.131
H -1.61 -5.31 -3.20 0.117
H 0.69 -5.18 -2.31 0.131
H 0.11 -5.49 -0.68 0.112
H 0.52 -3.03 -1.25 0.005
H -2.63 0.09 -1.61 0.091
H -3.02 -0.67 -0.07 0.082
H -3.67 -1.73 -2.86 0.123
H -4.82 -1.13 -1.66 0.131
H -4.62 -3.66 -1.74 0.130
H -4.29 -2.99 -0.15 0.134
H -3.53 -5.45 -1.68 0.128
H -2.48 -5.52 -0.27 0.135
C 0.82 -1.61 3.67 -0.203
Si 0.02 -2.32 2.17 0.283
C 0.26 -4.15 2.10 -0.197
C -1.79 -1.92 2.10 -0.192
Se 1.32 -1.42 0.35 0.481
H 0.39 -2.05 4.57 0.061
H 0.65 -0.53 3.72 0.011
H 1.90 -1.80 3.69 0.029
H -0.06 -4.61 3.04 0.054
H 1.30 -4.43 1.93 0.046
H -0.36 -4.57 1.30 0.004
H -2.21 -2.04 3.11 0.057
H -2.31 -2.61 1.44 0.024
H -1.98 -0.90 1.78 -0.026
C 3.70 0.19 3.77 -0.095
C 2.70 1.28 4.13 -0.221
C 2.31 2.12 2.93 -0.137
N 1.43 1.45 1.95 0.019
C 0.13 1.56 1.76 -0.666
S -0.78 0.96 0.37 0.702
N -0.70 2.28 2.54 0.094
C -0.48 3.17 3.69 -0.368
O -0.76 2.75 4.77 0.171
C -0.07 4.56 3.37 -0.178
C 0.15 5.42 4.45 0.005
C 0.52 6.73 4.20 -0.041
C 0.67 7.18 2.90 -0.045
C 0.43 6.33 1.83 -0.059
C 0.06 5.01 2.06 -0.028
H 3.95 -0.42 4.64 0.088
H 4.63 0.63 3.40 0.085
H 3.32 -0.47 2.99 0.043
H 3.15 1.96 4.86 0.124
H 1.80 0.88 4.60 0.095
H 3.21 2.38 2.36 0.134
H 1.86 3.06 3.22 0.099
H 1.84 0.70 1.40 0.002
H -1.68 2.06 2.41 0.137
H 0.03 5.05 5.46 0.129
H 0.69 7.40 5.03 0.119
H 0.95 8.21 2.71 0.117
H 0.53 6.69 0.81 0.110
H -0.15 4.36 1.23 0.109
```

charge = +2
E_HOMO = -0.4809 Ha
E_tot = -136117.163 eV

=====

[2]
Here is a molecular structure, C57H46FGeHgN2P3Se2Te2 from the OMol25 dataset. Energies are from the ωB97M-V functional and the def2-TZVPD basis.

```
115
Properties=species:S:1:pos:R:3:lowdin_charge:R:1
Hg 0.32 0.38 -2.05 0.630
F -0.87 0.19 0.88 -0.457
Ge 0.17 0.12 2.36 0.855
C -0.61 -1.61 2.92 -0.244
C -0.73 -1.83 4.29 -0.116
C -1.16 -3.04 4.81 -0.092
C -1.45 -4.08 3.94 -0.088
C -1.33 -3.88 2.57 -0.092
C -0.94 -2.66 2.03 -0.360
P -0.81 -2.41 0.19 1.090
C -2.53 -1.92 -0.19 -0.378
C -2.79 -1.57 -1.52 -0.112
C -4.08 -1.25 -1.93 -0.075
C -5.13 -1.29 -1.01 -0.108
C -4.88 -1.62 0.31 -0.097
C -3.59 -1.93 0.72 -0.090
C -0.88 -4.13 -0.46 -0.375
C -2.03 -4.91 -0.57 -0.104
C -1.98 -6.17 -1.15 -0.093
C -0.78 -6.66 -1.66 -0.103
C 0.37 -5.88 -1.58 -0.089
C 0.31 -4.62 -0.99 -0.100
C 1.96 -0.06 3.32 -0.260
C 2.27 -0.07 4.69 -0.094
C 3.58 -0.25 5.10 -0.086
C 4.60 -0.43 4.17 -0.085
C 4.32 -0.40 2.82 -0.075
C 3.00 -0.22 2.41 -0.412
P 2.35 0.05 0.75 1.043
C 3.04 -1.31 -0.26 -0.358
C 3.31 -2.52 0.40 -0.108
C 3.81 -3.60 -0.31 -0.104
C 4.03 -3.50 -1.67 -0.096
C 3.75 -2.32 -2.33 -0.065
C 3.26 -1.22 -1.63 -0.151
C 3.23 1.58 0.32 -0.341
C 4.27 1.68 -0.60 -0.138
C 4.93 2.89 -0.77 -0.117
C 4.59 4.00 -0.01 -0.084
C 3.58 3.89 0.94 -0.083
C 2.90 2.70 1.10 -0.119
C -0.44 1.88 3.00 -0.261
C -0.56 2.06 4.38 -0.113
C -0.86 3.30 4.93 -0.091
C -0.99 4.40 4.09 -0.085
C -0.88 4.23 2.72 -0.080
C -0.62 2.99 2.15 -0.370
P -0.49 2.74 0.31 1.038
C -2.26 2.58 -0.14 -0.366
C -2.58 2.70 -1.49 -0.129
C -3.89 2.55 -1.93 -0.079
C -4.89 2.26 -1.02 -0.107
C -4.58 2.12 0.33 -0.094
C -3.27 2.27 0.76 -0.082
C -0.17 4.39 -0.42 -0.364
C -1.04 5.49 -0.39 -0.111
C -0.74 6.64 -1.10 -0.091
C 0.41 6.71 -1.87 -0.092
C 1.26 5.62 -1.94 -0.080
C 0.97 4.47 -1.22 -0.126
H -0.47 -1.04 4.99 0.074
H -1.26 -3.18 5.88 0.098
H -1.77 -5.04 4.32 0.099
H -1.56 -4.71 1.90 0.089
H -1.98 -1.55 -2.24 0.036
H -4.26 -0.97 -2.96 0.107
H -6.13 -1.04 -1.33 0.097
H -5.69 -1.64 1.03 0.096
H -3.40 -2.19 1.76 0.098
H -2.97 -4.52 -0.20 0.106
H -2.89 -6.76 -1.23 0.098
H -0.75 -7.63 -2.12 0.096
H 1.30 -6.24 -1.99 0.099
H 1.20 -4.00 -0.97 0.075
H 1.50 0.07 5.44 0.083
H 3.81 -0.27 6.16 0.098
H 5.62 -0.57 4.51 0.099
H 5.11 -0.51 2.08 0.114
H 3.14 -2.61 1.46 0.103
H 4.01 -4.53 0.21 0.102
H 4.42 -4.35 -2.23 0.099
H 3.90 -2.23 -3.40 0.110
H 3.05 -0.31 -2.17 0.009
H 4.56 0.84 -1.21 0.081
H 5.71 2.97 -1.52 0.101
H 5.11 4.94 -0.15 0.102
H 3.30 4.75 1.54 0.107
H 2.11 2.63 1.84 0.085
H -0.43 1.22 5.05 0.075
H -0.96 3.41 6.00 0.098
H -1.20 5.38 4.50 0.099
H -0.98 5.10 2.08 0.083
H -1.80 2.94 -2.21 0.027
H -4.11 2.64 -2.99 0.104
H -5.91 2.14 -1.35 0.097
H -5.35 1.87 1.04 0.098
H -3.04 2.13 1.81 0.100
H -1.97 5.42 0.15 0.105
H -1.43 7.48 -1.07 0.096
H 0.63 7.61 -2.44 0.097
H 2.14 5.64 -2.58 0.094
H 1.62 3.60 -1.32 0.036
Se 3.06 2.44 -3.68 -0.379
Te 1.91 1.90 -5.79 0.049
Te -0.60 2.42 -4.96 0.031
Se -2.03 1.51 -6.68 -0.356
N -1.17 -2.40 -6.06 0.053
C -1.60 -3.56 -5.46 -0.113
C -1.19 -3.48 -4.17 -0.159
N -0.53 -2.29 -3.96 0.029
C -0.54 -1.67 -5.11 -0.247
H -1.39 -2.06 -6.98 0.135
H -2.15 -4.31 -6.00 0.096
H -1.34 -4.19 -3.37 0.078
H -0.11 -0.70 -5.31 0.025
```

charge = -1
expectation value of S² = 0.759
E_HOMO (alpha / beta) = -0.1416 / -0.1412 Ha
E_tot = -299393.810 eV
multiplicity = 2

=====

[3]
Here is a molecular structure, C12H8F3IrNO4S from the OMol25 dataset. Energies are from the ωB97M-V functional and the def2-TZVPD basis.

```
30
Properties=species:S:1:pos:R:3:lowdin_charge:R:1
Ir -0.02 -0.07 0.11 1.661
C 4.21 -0.10 -0.68 -0.111
C 4.77 -0.07 0.65 -0.111
C 3.92 -0.04 1.72 -0.054
C 2.53 -0.01 1.57 -0.247
N 2.02 -0.02 0.27 -0.150
C 2.86 -0.09 -0.81 -0.166
C 1.54 0.00 2.62 -0.219
C 1.85 -0.01 3.99 -0.052
C 0.84 0.02 4.94 -0.108
C -0.51 0.06 4.57 -0.115
C -0.83 0.07 3.22 -0.112
C 0.18 0.02 2.27 -0.190
H 4.82 -0.14 -1.56 0.084
H 5.84 -0.08 0.79 0.081
H 4.32 -0.03 2.73 0.097
H 2.38 -0.13 -1.78 0.103
H 2.88 -0.03 4.32 0.093
H 1.10 0.02 5.99 0.092
H -1.28 0.10 5.32 0.088
H -1.87 0.13 2.90 0.094
O -2.42 2.16 0.99 -0.299
S -1.94 1.77 -0.29 0.356
O -2.55 2.32 -1.46 -0.286
O -1.93 0.17 -0.37 -0.489
O -0.38 1.89 -0.34 -0.479
F -1.05 -2.75 -0.04 0.041
C 0.12 -2.10 -0.28 -0.689
F 1.06 -2.72 0.47 0.059
F 0.44 -2.36 -1.58 0.026
```

charge = -1
expectation value of S² = 6.029
E_HOMO (alpha / beta) = -0.0820 / -0.2023 Ha
E_tot = -44079.151 eV
multiplicity = 5